Computed, not measured: a gas-phase ion, C14H24BrFNO5S2 (charge +1) at a distorted geometry, with the ωB97M-V functional and the def2-TZVPD basis.

Last columns: bonded neighbours and bond lengths (Å).
Positions of all 48 atoms, in Å:
1 C -3.854 3.278 1.280  C2 1.529, H25 1.095, H26 1.104, H27 1.101
2 C -3.793 3.913 -0.110  C1 1.529, O3 1.162, O4 1.384
3 O -4.138 5.015 -0.239  C2 1.162
4 O -3.376 3.245 -1.249  C2 1.384, C5 1.430
5 C -2.697 2.023 -0.948  O4 1.430, C6 1.554, H28 1.103, H29 1.103
6 C -2.089 1.373 -2.223  C5 1.554, C7 1.570, H30 1.099, H31 1.102
7 C -1.888 -0.151 -1.904  C6 1.570, C8 1.582, H32 1.097, H33 1.107
8 C -0.427 -0.657 -2.243  C7 1.582, C9 1.499, H34 1.103, H35 1.094
9 C 0.031 -1.599 -1.170  C8 1.499, N10 1.300, S24 1.797
10 N 1.172 -1.664 -0.551  C9 1.300, C11 1.471, C18 1.499
11 C 2.322 -0.779 -0.794  N10 1.471, C12 1.556, H36 1.104, H37 1.094
12 C 2.026 0.741 -0.639  C11 1.556, C13 1.566, H38 1.096, H39 1.104
13 C 1.027 1.094 0.514  C12 1.566, S14 1.824, H40 1.098, H41 1.100
14 S 1.720 2.496 1.453  C13 1.824, O15 1.419, O16 1.415, O17 1.632
15 O 2.126 3.503 0.541  S14 1.419
16 O 0.809 2.975 2.425  S14 1.415
17 O 3.093 1.941 2.140  S14 1.632, H42 0.971
18 C 1.137 -2.789 0.439  N10 1.499, C19 1.546, C22 1.556, H43 1.111
19 C 2.448 -3.270 1.103  C18 1.546, C20 1.562, H44 1.097, H45 1.103
20 C 2.411 -3.003 2.641  C19 1.562, F21 1.382, H46 1.103, H47 1.097
21 F 1.962 -4.157 3.257  C20 1.382
22 C 0.346 -3.926 -0.272  C18 1.556, Br23 1.926, S24 1.858, H48 1.101
23 Br -0.163 -5.437 0.807  C22 1.926
24 S -1.133 -2.874 -0.671  C9 1.797, C22 1.858
25 H -4.043 4.056 2.027  C1 1.095
26 H -4.675 2.544 1.364  C1 1.104
27 H -2.927 2.773 1.592  C1 1.101
28 H -1.859 2.211 -0.255  C5 1.103
29 H -3.422 1.298 -0.541  C5 1.103
30 H -2.779 1.505 -3.068  C6 1.099
31 H -1.130 1.853 -2.475  C6 1.102
32 H -2.672 -0.749 -2.385  C7 1.097
33 H -2.004 -0.271 -0.810  C7 1.107
34 H -0.507 -1.189 -3.206  C8 1.103
35 H 0.220 0.213 -2.388  C8 1.094
36 H 2.640 -0.954 -1.837  C11 1.104
37 H 3.196 -1.018 -0.180  C11 1.094
38 H 1.741 1.228 -1.578  C12 1.096
39 H 2.989 1.212 -0.375  C12 1.104
40 H 0.761 0.250 1.165  C13 1.098
41 H 0.130 1.527 0.048  C13 1.100
42 H 3.238 1.014 1.888  O17 0.971
43 H 0.368 -2.412 1.147  C18 1.111
44 H 3.369 -2.916 0.622  C19 1.097
45 H 2.455 -4.369 1.006  C19 1.103
46 H 1.637 -2.243 2.835  C20 1.103
47 H 3.372 -2.667 3.048  C20 1.097
48 H 0.827 -4.187 -1.227  C22 1.101

Calculated values
- molecular weight (g mol⁻¹) = 449.38
- net charge = +1
- HOMO-LUMO gap (eV) = 7.8
- LUMO level (eV) = -4.5638
- E_tot (Ha) = -4448.740376